The following is a quantum chemistry calculation of a 2-piece molecular cluster, FHO2S overall, from the OMol25 dataset.

2S+1 = 1
DFT total energy = -17659.495 eV
E_HOMO (alpha / beta) = -11.5 / -12.0 eV
HOMO-LUMO gap (alpha / beta) = 0.366 / 0.322 hartree
strongest force on any atom = 2.0 eV/Å
energy above the lowest of the compared OMol25 structures with the same formula, charge and spin = 383.5 kJ/mol

```
5
Properties=species:S:1:pos:R:3:nbo_charge:R:1
O 0.496 0.559 1.539 -0.80
O 0.731 1.045 -0.897 -0.82
F 0.614 -1.343 -0.150 -0.49
S 0.202 0.253 0.154 2.09
H -2.043 -0.513 -0.646 0.02
```